93
Properties=species:S:1:pos:R:3:forces:R:3 method="wB97M-V/def2-TZVPD" orbital_gap_ev=7.51 charge=0
O -1.057141 2.924281 0.857345 -0.7 -0.9 -0.3
S -1.994931 2.005881 0.262049 -3.5 4.2 3.0
O -1.510009 1.031182 -0.662396 -3.4 4.3 1.2
O -2.896541 1.364012 1.486314 2.3 0.9 -2.1
C -3.603423 0.147596 1.203420 -2.3 -0.1 1.0
C -4.011634 -0.329339 2.583362 -0.2 0.6 0.6
C -3.430442 2.987265 -0.435125 1.1 -0.7 -0.6
H -3.099199 -0.665876 0.681786 -0.2 1.0 0.1
H -4.496754 0.445990 0.654769 -0.2 0.0 -0.2
H -4.696332 -1.171114 2.479848 0.2 -0.1 0.3
H -4.459598 0.460166 3.186778 -0.6 0.2 -0.4
H -3.121760 -0.575918 3.162510 -0.6 -0.3 -0.2
H -4.153027 2.204952 -0.667391 -0.2 0.3 0.1
H -3.156276 3.524459 -1.343064 0.3 -0.4 -0.2
H -3.818189 3.769662 0.217268 0.3 -0.6 0.6
O -2.142385 -5.107423 -1.182462 1.0 -0.6 -0.4
S -1.470733 -3.942038 -0.700809 -0.2 2.5 0.5
O -1.042344 -3.797520 0.673888 0.0 -1.4 -1.6
O -0.215498 -3.471307 -1.702913 -2.3 -2.7 0.3
C 0.860828 -2.625272 -1.287314 -2.1 -1.6 2.1
C 2.056533 -3.278746 -0.495508 -1.8 -0.6 0.8
C -2.600519 -2.540907 -1.044192 3.4 -6.0 2.5
H 0.356151 -1.883035 -0.668869 1.1 -0.2 -0.7
H 1.227989 -2.212353 -2.226895 -3.8 -1.3 1.6
H 2.614929 -2.439381 -0.081059 0.1 -1.4 -1.3
H 2.673825 -4.073935 -0.913524 0.0 0.6 -0.8
H 1.726479 -3.768790 0.420464 -0.7 0.0 0.2
H -3.436826 -2.569264 -0.345708 -0.2 -0.4 -0.5
H -2.711100 -2.638325 -2.124185 -0.5 -0.8 0.4
H -2.098138 -1.601468 -0.813593 2.1 -5.0 3.0
O 2.545273 -2.158637 -2.507356 6.0 3.1 -3.1
S 2.745906 -0.766568 -2.212682 5.6 -0.6 -2.6
O 1.684387 -0.004283 -1.603071 11.0 -2.3 -13.5
O 4.173389 -0.675896 -1.331481 -2.1 -1.2 -2.4
C 4.103952 -0.006613 -0.130237 -1.4 1.4 3.9
C 3.525892 -0.802973 1.075692 1.3 -2.2 -1.1
C 3.437397 0.078335 -3.762587 0.0 -0.5 0.9
H 3.431240 0.845419 -0.228242 1.1 0.0 -0.3
H 5.098457 0.273840 0.216760 0.0 0.4 -0.9
H 2.913877 -0.472145 1.914789 1.7 0.7 -0.7
H 4.379155 -1.374308 1.441247 -0.1 -0.3 0.3
H 2.839482 -1.561532 0.699516 0.5 0.9 0.6
H 3.014004 -0.300554 -4.692791 -0.9 0.2 0.4
H 4.486699 -0.184608 -3.896482 0.1 -0.1 0.8
H 3.360005 1.146938 -3.562056 0.1 -0.3 -0.5
O 1.453152 -0.380032 4.981725 1.5 2.4 -2.3
S 1.623184 0.828227 4.129349 -1.4 1.4 1.5
O 2.519052 1.974352 4.478512 -1.6 -3.5 -0.7
O 1.773830 0.355392 2.554938 0.1 1.3 3.7
C 1.659878 1.264350 1.434162 0.1 2.8 2.4
C 2.191243 2.687635 1.745508 0.5 0.5 5.3
C -0.100351 1.505075 4.110755 1.6 -0.8 -0.5
H 0.580815 1.314830 1.288598 0.7 0.5 0.2
H 2.022737 0.763453 0.536647 0.3 0.5 2.2
H 3.212666 2.763023 2.118481 -0.3 -0.4 0.5
H 1.491345 3.141242 2.447283 0.2 0.0 0.6
H 2.112321 3.277679 0.832427 0.5 1.9 6.5
H -0.719552 0.608048 4.115520 -0.1 0.2 0.5
H -0.271869 2.036930 3.174910 0.1 0.4 0.3
H -0.084303 2.101336 5.023070 -0.6 0.0 -0.2
O 0.582915 -0.014318 -0.103635 -3.4 0.5 9.2
H 1.173718 0.220243 -0.819300 -3.5 1.7 5.9
H -0.253815 0.384357 -0.342736 1.5 -0.3 1.4
C -3.181183 0.075437 -3.730869 0.4 -0.5 -0.4
C -3.828425 -0.369186 -2.400347 -2.3 0.4 -2.5
O -2.780425 -0.826096 -1.636652 -2.6 10.5 -4.3
C -1.632989 -0.344310 -2.144606 4.9 -1.1 -1.1
O -0.512585 -0.444620 -1.605341 -7.6 -3.9 -8.8
O -1.790408 0.162144 -3.371772 -0.5 0.4 0.3
H -3.471374 0.988778 -4.250199 -0.2 0.1 0.6
H -3.253442 -0.724707 -4.467512 -0.1 0.0 0.0
H -4.425614 -1.256486 -2.610533 -0.3 0.0 0.1
H -4.509694 0.359448 -1.960949 0.5 0.2 0.5
C 0.925124 2.726171 -1.224593 -2.2 -0.1 -0.6
C 1.700353 2.503483 -2.445841 -0.3 0.8 -2.4
O 2.997898 2.749154 -1.989049 2.3 0.0 -2.2
C 3.032314 2.849964 -0.692197 6.4 0.9 1.9
O 4.016660 3.036588 0.031940 -1.5 -0.1 -3.2
O 1.878475 2.682319 -0.201230 -5.6 -2.0 -9.2
H 0.166636 1.964646 -1.043298 0.5 0.8 -0.2
H 0.535745 3.742728 -1.280155 -0.4 -0.1 0.5
H 1.461077 3.295966 -3.154945 0.1 -0.2 -0.3
H 1.641198 1.543642 -2.958988 -0.3 0.5 0.4
C 0.168138 -1.557951 1.540480 -0.9 -0.5 0.7
C -1.149626 -0.728134 1.367493 1.5 -3.2 1.1
O -2.068849 -1.724725 1.945715 -1.7 1.8 -1.0
C -1.481009 -2.510047 2.861956 -0.9 -0.3 -1.4
O -2.031663 -3.189542 3.669310 -0.6 0.1 0.5
O -0.267523 -2.492946 2.543816 5.1 -0.8 2.0
H 1.042372 -1.055029 1.953859 -1.2 -0.7 -0.4
H 0.433849 -2.183472 0.688287 -0.5 0.6 1.2
H -1.408310 -0.516148 0.330062 0.1 -1.2 1.4
H -1.206736 0.201258 1.934127 0.4 -0.4 0.3